Here is a molecular structure, H18KrO9 from the OMol25 dataset. Energies are from ωB97M-V/def2-TZVPD.

Last column: Löwdin charge in e.
Cartesian coordinates (Å):
Kr (1.07014, 0.19282, -0.05722)  0.27
O (-2.43401, 0.35819, -1.62076)  -0.06
H (-2.09712, 0.99904, -2.24689)  -0.03
H (-2.17468, -0.48947, -1.98193)  0.02
O (-1.54701, -0.75056, 2.16953)  -0.05
H (-2.18736, -1.45202, 2.28843)  0.06
H (-1.32904, -0.77996, 1.23793)  0.00
O (0.11167, 2.90380, 2.42462)  -0.07
H (-0.04732, 2.19156, 1.80521)  -0.03
H (-0.64867, 3.47766, 2.33078)  0.03
O (0.95222, -3.15888, 0.88356)  -0.08
H (1.09004, -2.25584, 1.16950)  -0.04
H (0.76837, -3.08859, -0.05319)  -0.05
O (0.19857, -3.32143, -1.71583)  -0.04
H (-0.68793, -3.01010, -1.89862)  0.05
H (0.08143, -4.23012, -1.43871)  0.06
O (0.44479, -0.73488, 4.07265)  -0.07
H (-0.10936, -0.26919, 4.69898)  0.03
H (-0.10528, -0.83837, 3.29615)  -0.04
O (4.61612, -0.90354, -1.29348)  -0.07
H (4.18142, -1.73818, -1.11845)  0.02
H (5.04390, -0.67789, -0.46745)  0.03
O (-1.15136, 2.35921, -3.05105)  -0.03
H (-1.39004, 2.79770, -3.86774)  0.08
H (-0.38144, 1.83659, -3.27537)  0.07
O (-1.06163, 3.56312, -0.52287)  -0.06
H (-0.97910, 2.98839, -1.28387)  -0.03
H (-0.22741, 4.03085, -0.48378)  0.04

Properties
E_tot = -3441.543058 hartree
E_LUMO = -0.013 hartree
Relative energy (zero: lowest compared OMol25 entry of this formula, charge and spin) = 23.8 kcal per mole
Gap between HOMO and LUMO = 10.109 eV
Spin multiplicity = 1


Here is a molecular structure, C3H2AgLiO3 in a non-equilibrium geometry from the OMol25 dataset. Energies are from ωB97M-V/def2-TZVPD.

Last column: Löwdin charge in e.
Cartesian coordinates (Å):
C (-1.08402, 0.63885, 0.40291)  -0.27
C (0.16516, 0.76433, 0.79261)  -0.03
Li (-0.65651, -1.91681, 0.16422)  0.81
O (-1.78253, -0.30469, -0.06797)  -0.27
H (0.68924, 1.45468, 1.44218)  0.11
Ag (-4.00702, -0.19977, -1.37758)  0.90
O (0.92134, -0.72326, 0.58526)  -0.19
C (1.97704, -0.82511, -0.18073)  -0.22
O (2.20992, 0.17934, -0.95207)  0.06
H (1.56737, 0.93245, -0.80885)  0.11

Properties
E_tot = -495.322732 hartree
E_LUMO (spin up / spin down) = -0.237 / -0.237 hartree
Relative energy (zero: lowest compared OMol25 entry of this formula, charge and spin) = 73.1 kcal per mole
Net charge = +1
<S²> = 0.76
Gap between HOMO and LUMO (spin up / spin down) = 4.913 / 5.592 eV
Spin multiplicity = 2


Here is a molecular structure, C41H32As2Br4IrN3O4S2 from the OMol25 dataset. Energies are from ωB97M-V/def2-TZVPD.

Last column: Löwdin charge in e.
Cartesian coordinates (Å):
Ir (-0.26244, 0.36391, 0.55892)  0.97
C (0.15233, 3.23961, -1.49894)  -0.39
C (-1.29712, 3.14453, -1.03260)  -0.42
As (-1.93608, 1.29383, -1.23631)  1.22
C (-1.68638, 1.09452, -3.14147)  -0.38
C (-0.83797, 0.10085, -3.61855)  -0.11
C (-0.58194, 0.01243, -4.98134)  -0.07
C (-1.17423, 0.90640, -5.86058)  -0.07
C (-2.02861, 1.89442, -5.38360)  -0.07
C (-2.28391, 1.99186, -4.02484)  -0.11
C (-3.82604, 1.49577, -0.94350)  -0.40
C (-4.75082, 0.95079, -1.82359)  -0.11
C (-6.10474, 1.01831, -1.52893)  -0.06
C (-6.53408, 1.61861, -0.35428)  -0.07
C (-5.60917, 2.16124, 0.52792)  -0.07
C (-4.25566, 2.09867, 0.23505)  -0.12
As (1.26708, 1.87692, -0.61887)  1.18
C (2.28698, 1.04477, -2.02847)  -0.39
C (2.47353, 1.64443, -3.26898)  -0.10
C (3.18229, 0.97973, -4.25900)  -0.07
C (3.71142, -0.27997, -4.01224)  -0.06
C (3.54632, -0.87115, -2.76705)  -0.06
C (2.83664, -0.20802, -1.77765)  -0.12
C (2.55884, 2.92129, 0.36739)  -0.38
C (3.92141, 2.83408, 0.11609)  -0.09
C (4.81094, 3.59097, 0.86810)  -0.07
C (4.34117, 4.43567, 1.86254)  -0.07
C (2.97744, 4.52379, 2.11340)  -0.08
C (2.08841, 3.76226, 1.37190)  -0.13
H (0.58628, 4.21358, -1.27489)  0.08
H (0.21131, 3.07782, -2.57498)  0.05
H (-1.94150, 3.81689, -1.59957)  0.08
H (-1.39123, 3.40827, 0.02344)  0.05
H (-0.37571, -0.59818, -2.93250)  0.05
H (0.08407, -0.75712, -5.35119)  0.11
H (-0.97531, 0.83472, -6.92216)  0.11
H (-2.49571, 2.58741, -6.07130)  0.11
H (-2.95469, 2.75997, -3.65642)  0.11
H (-4.41835, 0.46652, -2.73355)  0.11
H (-6.82510, 0.59321, -2.21535)  0.11
H (-7.59040, 1.66280, -0.12442)  0.11
H (-5.94329, 2.63306, 1.44293)  0.11
H (-3.53827, 2.52269, 0.93153)  0.09
H (2.07028, 2.62676, -3.47936)  0.10
H (3.32039, 1.44700, -5.22538)  0.11
H (4.25890, -0.79794, -4.78894)  0.11
H (3.96601, -1.84884, -2.56628)  0.11
H (2.71076, -0.66712, -0.80445)  0.10
H (4.29296, 2.18401, -0.66648)  0.10
H (5.87275, 3.52200, 0.67131)  0.11
H (5.03654, 5.02713, 2.44333)  0.11
H (2.60938, 5.18551, 2.88684)  0.11
H (1.02374, 3.82466, 1.57786)  0.09
Br (2.24771, -6.05670, -1.63821)  0.78
C (1.83363, -4.52934, -0.62372)  -0.74
C (2.23184, -4.45972, 0.74924)  -0.75
Br (3.27664, -5.83241, 1.48837)  0.78
C (1.87922, -3.38292, 1.52498)  -0.66
Br (2.32754, -3.23111, 3.33829)  0.82
C (1.16542, -2.29350, 0.95826)  -0.41
O (0.89345, -1.23077, 1.59088)  -0.17
C (0.74511, -2.36919, -0.43575)  -0.43
O (0.08856, -1.40128, -0.90860)  -0.18
C (1.10912, -3.51526, -1.19551)  -0.66
Br (0.48757, -3.56233, -2.96564)  0.84
N (-0.17490, -6.68950, 0.88544)  0.15
C (-0.89856, -5.55182, 1.01804)  -0.30
C (-1.48447, -4.94736, -0.10754)  -0.03
C (-2.17964, -3.76750, 0.01423)  -0.05
C (-2.34105, -3.19272, 1.27283)  -0.31
C (-1.79476, -3.79391, 2.40818)  -0.04
C (-1.06722, -4.95134, 2.28261)  -0.01
S (-3.25946, -1.73936, 1.42643)  0.63
O (-3.81378, -1.38385, 0.16068)  -0.26
O (-4.06990, -1.77576, 2.61339)  -0.34
N (-2.05769, -0.58239, 1.73195)  -0.13
C (-1.99663, 0.07577, 2.84775)  -0.67
S (-2.96839, -0.02820, 4.31645)  1.15
C (-1.95061, 1.13572, 5.01784)  -0.32
C (-0.95664, 1.56137, 4.13291)  -0.18
N (-0.98913, 1.00112, 2.93997)  0.00
H (-0.01702, -7.09981, -0.01747)  0.08
H (0.26788, -7.11683, 1.67772)  0.10
H (-1.37241, -5.41080, -1.08126)  0.11
H (-2.60790, -3.28573, -0.85531)  0.12
H (-1.94766, -3.35208, 3.38523)  0.12
H (-0.62910, -5.41486, 3.15776)  0.12
H (-2.09564, 1.48121, 6.02986)  0.08
H (-0.20330, 2.29816, 4.37348)  0.13

Properties
E_tot = -17714.820474 hartree
E_LUMO (spin up / spin down) = -0.077 / -0.195 hartree
Net charge = +1
<S²> = 8.80
Gap between HOMO and LUMO (spin up / spin down) = 7.072 / 5.300 eV
Spin multiplicity = 6


Here is a molecular structure, H2O5PS2 in a non-equilibrium geometry from the OMol25 dataset. Energies are from ωB97M-V/def2-TZVPD.

Last column: Löwdin charge in e.
Cartesian coordinates (Å):
O (2.77862, -0.12883, -0.18526)  -0.33
O (0.93705, -1.33093, 0.94282)  -0.39
O (1.13425, -1.47094, -1.50053)  -0.36
O (-0.03970, 2.18023, 0.80911)  -0.52
O (-0.83343, 1.93082, -1.48258)  -0.51
P (-2.19769, -0.05964, 0.59171)  0.54
S (1.49540, -0.78084, -0.26399)  0.48
S (-0.43804, 1.27507, -0.24410)  0.35
H (-1.57457, -1.04662, -0.34559)  -0.14
H (-1.26189, -0.56832, 1.67843)  -0.13

Properties
E_tot = -1515.144717 hartree
E_LUMO (spin up / spin down) = 0.102 / 0.102 hartree
Relative energy (zero: lowest compared OMol25 entry of this formula, charge and spin) = 121.2 kcal per mole
Net charge = -1
Gap between HOMO and LUMO (spin up / spin down) = 7.058 / 7.056 eV
Spin multiplicity = 1